This record from OMol25 describes one molecule with the formula C17H19NO4S in a non-equilibrium geometry. The level of theory is the ωB97M-V functional and the def2-TZVPD basis.

Geometry (Å):
1 C 3.49570 -3.75025 4.22495
2 S 1.83674 -3.01550 4.20544
3 C 1.02667 -4.24954 3.12551
4 C -0.44911 -3.92121 2.96323
5 O -0.64003 -2.64269 2.38036
6 C -0.45862 -2.55505 1.05320
7 O -0.21348 -3.50619 0.33679
8 C -0.59535 -1.20118 0.55538
9 N -0.50483 -0.98704 -0.80564
10 C -0.63947 0.31727 -1.06820
11 C -0.81620 0.98873 0.14131
12 C -0.78395 0.02147 1.18111
13 C -0.92445 0.27732 2.63403
14 C -0.98855 2.43018 0.20591
15 O -1.10116 3.07534 1.22617
16 C -1.05181 3.09363 -1.16463
17 C -0.15718 2.42209 -2.21666
18 C -0.23061 3.16534 -3.51023
19 C 0.69766 3.90026 -4.18623
20 C 0.05058 4.38740 -5.34920
21 C -1.22070 3.91259 -5.29254
22 O -1.40199 3.17237 -4.18519
23 C -0.58840 0.95763 -2.40396
24 H 3.88845 -3.79067 3.21264
25 H 3.44902 -4.74568 4.65812
26 H 4.11626 -3.10665 4.83894
27 H 1.52486 -4.23438 2.15527
28 H 1.13914 -5.23139 3.58606
29 H -0.92121 -4.68588 2.33446
30 H -0.94287 -3.87067 3.93541
31 H -0.35578 -1.73965 -1.46101
32 H -0.12284 -0.21242 3.18369
33 H -0.90884 1.34640 2.82282
34 H -1.86452 -0.13602 2.99721
35 H -0.78512 4.14592 -1.05212
36 H -2.09269 3.04751 -1.49897
37 H 0.88038 2.44950 -1.86910
38 H 1.71288 4.07443 -3.89427
39 H 0.47690 5.00291 -6.11411
40 H -2.05981 4.02318 -5.95007
41 H 0.10388 0.43254 -3.06634
42 H -1.57956 0.93808 -2.86954

- Frontier orbital gap: 9.26 eV
- SMILES string: CSCCOC(=O)c1[nH]c2c(c1C)C(=O)C[C@H](c1ccco1)C2
- Relative energy (zero: lowest compared OMol25 entry of this formula, charge and spin): 14.4 kcal per mole
- Total energy: -1413.1287 a.u.
- E_LUMO: 0.66 eV

Here are the Löwdin charges for atoms 1 to 5, given in e: -0.42, 0.80, -0.46, -0.24, -0.02

=====

This record from OMol25 describes one molecule with the formula C4H13BrN2Si in a non-equilibrium geometry. The level of theory is the ωB97M-V functional and the def2-TZVPD basis.

Geometry (Å):
1 C -0.86506 2.32080 -0.64919
2 N 0.03995 1.51440 0.06489
3 C 0.77201 2.20272 1.09279
4 Si 0.65723 0.10863 -0.63505
5 Br 2.89020 0.10142 -0.29112
6 N -0.13026 -1.42634 0.18912
7 C -1.38293 -1.92013 -0.22566
8 C 0.64043 -2.64495 0.52036
9 H -0.37672 3.35222 -0.90878
10 H -1.08894 1.89469 -1.62380
11 H -1.89788 2.58147 -0.18346
12 H 1.53434 2.75634 0.65887
13 H 0.06830 2.64354 1.78570
14 H 1.41702 1.49312 1.48132
15 H 0.33033 0.28830 -1.99337
16 H -1.27055 -2.85864 -0.78558
17 H -1.94757 -2.08003 0.63507
18 H -1.87530 -1.20481 -0.78881
19 H 0.46821 -3.25166 -0.41759
20 H 1.72035 -2.59968 0.66048
21 H 0.29685 -3.27140 1.41381

- Frontier orbital gap: 9.20 eV
- SMILES string: CN(C)[SiH](Br)N(C)C
- Relative energy (zero: lowest compared OMol25 entry of this formula, charge and spin): 16.2 kcal per mole
- Total energy: -3133.2254 a.u.
- E_LUMO: 0.72 eV

Here are the Löwdin charges for atoms 1 to 5, given in e: -0.20, -0.39, -0.16, 0.26, 0.38